# 1
Below is C26H54GeN3O4PSV as an isolated structure, with properties calculated with ωB97M-V with the def2-TZVPD basis set.

Its energy relative to the best compared isomer or geometry (same formula, charge and spin) is 0.0 kcal/mol. The net charge is +1. The highest occupied orbital energy (alpha / beta) comes out at -10.29 / -10.37 eV. The spin multiplicity is 3.

Structure (XYZ):
```
91
Properties=species:S:1:pos:R:3:mulliken_charge:R:1
V -0.542 -0.017 0.425 0.823
C 1.247 -0.101 -4.079 -2.077
C 1.397 0.401 -2.646 1.626
C 2.542 -0.405 -2.023 -1.752
C 1.798 1.864 -2.683 -1.399
O 0.197 0.239 -1.864 0.238
Ge -1.325 -0.625 -2.588 -0.448
O -2.387 0.755 -1.962 -0.139
C -3.678 1.130 -2.472 1.573
C -4.777 0.600 -1.572 -1.420
C -3.722 2.653 -2.385 -1.468
C -3.920 0.606 -3.876 -1.969
O -1.175 -1.469 -0.649 0.294
C -1.545 -2.871 -0.501 1.447
C -0.244 -3.699 -0.617 -1.277
C -2.172 -3.129 0.860 -1.556
C -2.562 -3.298 -1.581 -1.981
H 2.152 0.006 -4.662 0.468
H 0.992 -1.170 -4.078 0.531
H 0.448 0.384 -4.645 0.433
H 3.426 -0.341 -2.638 0.625
H 2.788 -0.077 -1.014 0.203
H 2.214 -1.449 -1.983 0.141
H 2.770 2.026 -3.157 0.414
H 1.068 2.447 -3.263 0.372
H 1.830 2.234 -1.658 0.017
H -4.637 0.918 -0.546 0.280
H -5.763 0.947 -1.880 0.459
H -4.837 -0.479 -1.537 0.222
H -3.580 2.960 -1.362 0.143
H -2.889 3.038 -2.972 0.330
H -4.655 3.072 -2.756 0.455
H -3.910 -0.487 -3.871 0.440
H -4.887 0.945 -4.245 0.462
H -3.167 0.955 -4.564 0.390
H 0.336 -3.700 0.324 0.127
H -0.476 -4.760 -0.825 0.517
H 0.417 -3.369 -1.410 0.139
H -1.509 -2.885 1.719 0.091
H -3.085 -2.549 0.961 0.381
H -2.425 -4.204 0.938 0.524
H -2.183 -3.391 -2.583 0.454
H -3.019 -4.261 -1.298 0.483
H -3.399 -2.603 -1.559 0.358
S -2.699 0.575 1.303 -0.582
C -1.998 0.058 2.778 0.607
C -2.575 0.111 4.063 -0.889
C -1.789 -0.345 5.094 -0.409
C -0.482 -0.816 4.886 -1.182
C -0.033 -0.887 3.587 -0.192
N -0.764 -0.428 2.568 0.728
H -3.570 0.527 4.229 0.507
H -2.159 -0.319 6.099 0.448
H 0.069 -1.222 5.696 0.518
H 0.967 -1.264 3.349 0.435
C -0.560 3.990 -0.967 -0.952
P -0.548 3.348 0.692 1.294
C -2.107 3.779 1.410 -1.455
C 0.568 4.441 1.583 -1.471
O -0.064 1.906 0.783 -0.172
H -1.275 4.817 -1.019 0.525
H -0.918 3.258 -1.680 -0.202
H 0.427 4.356 -1.254 0.478
H -2.325 4.835 1.191 0.487
H -2.097 3.635 2.479 0.383
H -2.944 3.188 1.026 0.224
H 0.233 5.448 1.395 0.449
H 1.584 4.294 1.235 0.359
H 0.538 4.198 2.657 0.380
C 3.358 -3.385 0.457 -0.452
C 3.224 -2.796 1.853 -0.862
N 3.422 -1.356 1.879 0.518
C 4.724 -0.894 2.382 -0.822
C 5.836 -0.862 1.341 -1.067
C 2.527 -0.491 1.409 0.182
C 2.801 0.993 1.503 -1.138
N 1.369 -0.843 0.905 2.032
H 3.209 -4.459 0.476 0.395
H 4.343 -3.189 0.033 0.288
H 2.644 -2.939 -0.241 -0.233
H 3.947 -3.240 2.528 0.481
H 2.230 -3.043 2.266 0.230
H 4.961 -1.546 3.199 0.499
H 4.602 0.088 2.820 0.421
H 6.009 -1.864 0.957 0.287
H 6.790 -0.561 1.781 0.428
H 5.620 -0.179 0.509 0.235
H 2.733 1.327 2.530 0.556
H 2.027 1.535 0.944 -0.757
H 3.775 1.225 1.120 0.537
H 1.220 -1.849 0.940 -1.046
```


# 2
Below is a 9-piece molecular cluster, C34H87N4O28P5 overall, with properties calculated with ωB97M-V with the def2-TZVPD basis set.

Its energy relative to the best compared isomer or geometry (same formula, charge and spin) is 0.0 kcal/mol. The net charge is 0. The highest occupied orbital energy comes out at -10.50 eV. Its SMILES is CCOP(=O)(OCC)OCC.CCOP(=O)(OCC)OCC.CCOP(=O)(OCC)OCC.CCOP(=O)(OCC)OCC.CCOP(=O)(OCC)OCC.C[N+](=O)[O-].C[N+](=O)[O-].C[N+](=O)[O-].C[N+](=O)[O-].

Structure (XYZ):
```
158
Properties=species:S:1:pos:R:3:mulliken_charge:R:1
C 2.174 -5.644 -1.653 -1.246
C 2.795 -5.414 -0.311 0.584
O 4.235 -5.279 -0.497 -0.177
P 5.122 -5.280 0.816 0.722
O 4.801 -6.296 1.813 -0.790
O 5.020 -3.821 1.394 -0.150
C 5.219 -2.682 0.538 -0.551
C 4.039 -1.736 0.678 -0.025
O 6.579 -5.325 0.229 -0.354
C 7.179 -6.541 -0.219 -0.328
C 6.724 -6.926 -1.613 -0.961
H 2.293 -4.851 -2.388 0.311
H 2.504 -6.574 -2.128 0.388
H 1.101 -5.826 -1.522 0.162
H 2.442 -4.460 0.087 -0.305
H 2.582 -6.211 0.398 0.401
H 6.124 -2.158 0.853 0.356
H 5.388 -2.979 -0.497 0.400
H 4.248 -0.799 0.164 0.320
H 3.148 -2.144 0.185 -0.136
H 3.801 -1.611 1.732 -0.137
H 8.258 -6.372 -0.228 0.291
H 7.011 -7.343 0.502 0.303
H 6.753 -6.064 -2.280 0.264
H 7.332 -7.725 -2.036 0.401
H 5.687 -7.268 -1.591 0.211
C -7.101 7.039 4.618 -1.076
C -5.708 6.475 4.716 -0.290
O -5.738 5.038 4.647 -0.262
P -4.974 4.141 5.718 1.097
O -4.065 4.868 6.597 -0.727
O -6.102 3.327 6.449 -0.362
C -6.996 4.057 7.295 0.030
C -7.825 3.086 8.102 -1.352
O -4.371 2.996 4.841 -0.375
C -3.152 3.255 4.132 -0.235
C -1.956 2.814 4.933 -0.789
H -7.579 6.692 3.701 0.266
H -7.752 6.738 5.438 0.257
H -7.033 8.128 4.589 0.382
H -5.085 6.826 3.886 0.331
H -5.165 6.820 5.600 0.369
H -6.417 4.703 7.961 0.364
H -7.643 4.679 6.670 0.079
H -8.419 3.642 8.827 0.394
H -8.523 2.559 7.450 0.307
H -7.188 2.365 8.610 0.337
H -3.206 2.660 3.218 0.296
H -3.088 4.303 3.833 0.230
H -1.988 3.234 5.944 0.380
H -1.921 1.737 5.092 0.231
H -1.014 3.153 4.499 0.127
C 3.718 3.134 -0.364 -0.408
C 3.850 4.572 -0.832 -0.652
O 2.639 4.977 -1.487 0.542
P 2.065 6.418 -1.156 0.424
O 2.932 7.543 -1.468 -0.830
O 0.700 6.331 -1.934 -0.182
C 0.024 7.576 -2.300 -0.365
C -1.446 7.426 -1.981 -1.102
O 1.698 6.324 0.389 -0.387
C 0.456 5.777 0.880 0.057
C 0.806 4.803 1.979 -0.423
H 4.517 2.855 0.322 0.424
H 2.764 2.945 0.127 -0.287
H 3.766 2.459 -1.222 0.135
H 4.086 5.232 0.007 0.508
H 4.687 4.672 -1.525 0.322
H 0.496 8.404 -1.775 0.419
H 0.198 7.702 -3.366 0.306
H -1.783 6.405 -2.165 0.240
H -1.701 7.712 -0.962 0.279
H -2.036 8.060 -2.648 0.393
H -0.169 6.607 1.221 0.276
H -0.110 5.309 0.072 0.151
H 1.403 4.007 1.530 -0.290
H 1.429 5.313 2.714 0.430
H -0.042 4.331 2.471 0.095
C 0.388 2.883 -8.434 -1.299
C 1.458 2.373 -7.512 -0.146
O 1.106 2.758 -6.161 -0.301
P 1.594 1.859 -4.952 -0.017
O 1.002 0.521 -4.960 -0.793
O 3.167 1.840 -5.061 -0.222
C 3.969 2.916 -4.510 0.626
C 5.405 2.693 -4.922 -1.433
O 1.323 2.774 -3.709 0.638
C 0.014 2.844 -3.098 -0.702
C 0.131 2.463 -1.652 0.223
H 0.669 2.729 -9.478 0.397
H -0.560 2.375 -8.258 0.309
H 0.228 3.955 -8.311 0.307
H 1.529 1.284 -7.539 0.347
H 2.434 2.805 -7.734 0.227
H 3.600 3.873 -4.885 0.279
H 3.857 2.902 -3.428 -0.336
H 5.814 1.784 -4.485 0.347
H 5.487 2.687 -6.007 0.356
H 6.004 3.515 -4.522 0.407
H -0.267 3.892 -3.205 0.217
H -0.709 2.238 -3.645 0.583
H 0.670 3.205 -1.066 -0.476
H -0.835 2.329 -1.150 0.631
H 0.574 1.475 -1.499 -0.339
C -6.602 -5.198 -3.023 -1.148
C -6.505 -5.900 -1.693 -0.189
O -5.329 -5.457 -0.999 -0.271
P -4.352 -6.536 -0.383 0.487
O -4.822 -7.267 0.781 -0.780
O -3.054 -5.668 -0.129 -0.095
C -2.238 -5.244 -1.226 -0.063
C -1.220 -4.227 -0.720 -0.716
O -4.015 -7.443 -1.647 -0.101
C -3.581 -8.800 -1.451 -0.204
C -3.012 -9.290 -2.759 -1.219
H -5.662 -5.278 -3.571 0.295
H -7.395 -5.649 -3.624 0.359
H -6.848 -4.140 -2.930 0.305
H -7.381 -5.679 -1.080 0.341
H -6.483 -6.982 -1.830 0.280
H -1.746 -6.102 -1.689 0.117
H -2.842 -4.779 -2.011 0.244
H -0.465 -4.120 -1.501 0.119
H -1.715 -3.259 -0.611 0.395
H -0.809 -4.529 0.240 0.255
H -2.842 -8.852 -0.648 0.315
H -4.434 -9.411 -1.159 0.346
H -2.716 -10.337 -2.722 0.388
H -3.782 -9.185 -3.530 0.282
H -2.167 -8.695 -3.109 0.287
C 2.199 0.673 4.639 -0.554
N 3.486 0.139 4.133 1.073
O 3.872 0.547 3.050 -0.537
O 4.057 -0.686 4.809 -0.576
H 2.363 1.019 5.655 0.303
H 1.453 -0.115 4.631 0.240
H 1.908 1.495 3.995 0.090
C 0.436 -0.552 1.076 0.582
N -0.211 0.481 1.934 1.135
O -0.197 1.624 1.528 -0.444
O -0.725 0.109 2.966 -0.560
H 1.383 -0.795 1.562 -0.331
H 0.713 -0.048 0.158 -0.546
H -0.190 -1.430 1.004 0.226
C -0.564 -0.989 -2.688 -0.527
N 0.796 -1.580 -2.736 1.205
O 1.623 -1.171 -1.934 -0.523
O 1.005 -2.414 -3.588 -0.584
H -0.520 -0.089 -3.300 -0.112
H -0.801 -0.738 -1.661 0.202
H -1.246 -1.675 -3.176 0.378
C 2.657 -4.372 3.831 -0.767
N 1.717 -3.421 3.177 0.781
O 1.152 -3.764 2.161 -0.373
O 1.534 -2.358 3.740 -0.494
H 2.980 -5.106 3.100 0.184
H 2.118 -4.876 4.629 0.317
H 3.469 -3.752 4.194 0.312
```


# 3
Below is an isolated ion of composition C12H14NO and charge +1, with properties calculated with ωB97M-V with the def2-TZVPD basis set.

Its energy relative to the best compared isomer or geometry (same formula, charge and spin) is 26.4 kcal/mol. The net charge is +1. The highest occupied orbital energy comes out at -11.60 eV.

Structure (XYZ):
```
28
Properties=species:S:1:pos:R:3:mulliken_charge:R:1
C -0.292 1.479 -0.064 -0.134
C 1.034 1.855 -0.030 -0.849
C 1.717 -0.441 0.017 -0.610
C -0.682 0.145 -0.074 0.460
C 0.352 -0.836 -0.023 0.838
C 2.067 0.896 0.011 0.551
C 0.580 -3.526 -0.004 -0.553
C -0.751 -3.329 0.016 -0.716
C -2.139 -0.229 -0.107 -0.653
C 0.095 -2.194 -0.015 0.237
C -3.777 1.654 -0.182 -0.776
C 4.402 0.474 0.087 -0.831
N -3.032 0.676 0.567 -0.330
O 3.313 1.376 0.039 -0.441
H -1.042 2.252 -0.102 0.275
H 1.313 2.896 -0.037 0.504
H 2.463 -1.218 0.064 0.518
H 1.406 -4.198 -0.006 0.449
H -1.733 -3.742 0.040 0.448
H -2.469 -0.319 -1.148 0.300
H -2.265 -1.212 0.358 0.278
H -3.237 2.589 -0.375 0.277
H -4.072 1.226 -1.139 0.293
H -4.679 1.898 0.378 0.299
H 4.389 -0.107 1.014 0.346
H 5.297 1.091 0.061 0.241
H 4.400 -0.197 -0.775 0.339
H -2.659 1.042 1.433 0.241
```


# 4
Below is a 13-piece molecular cluster, C60H123N13 overall, with properties calculated with ωB97M-V with the def2-TZVPD basis set.

The net charge is 0. The highest occupied orbital energy comes out at -8.05 eV.

Structure (XYZ):
```
196
Properties=species:S:1:pos:R:3:mulliken_charge:R:1
C -0.493 -0.791 -4.913 0.523
C -0.834 0.016 -6.232 -0.950
C -1.163 1.466 -5.965 0.365
C -2.452 1.599 -5.322 0.085
N -3.519 1.626 -4.899 -0.557
H 0.484 -0.548 -4.650 -0.601
H -0.533 -1.914 -5.136 -0.086
H -1.196 -0.710 -4.037 0.092
H -1.692 -0.442 -6.683 0.437
H 0.016 0.009 -6.900 0.375
H -1.299 2.059 -6.853 0.465
H -0.410 1.998 -5.442 -0.321
C 4.041 0.441 -5.664 -1.043
C 3.827 1.965 -5.690 1.419
C 4.599 2.340 -6.992 -0.576
C 4.678 3.781 -7.370 0.072
N 4.791 4.911 -7.648 -0.554
H 5.100 0.348 -5.791 0.533
H 3.506 0.036 -6.496 0.580
H 3.693 -0.060 -4.797 -0.511
H 4.354 2.392 -4.854 -0.582
H 2.808 2.264 -5.768 0.141
H 4.015 1.852 -7.884 0.329
H 5.612 1.922 -6.963 0.348
C -0.318 -3.430 -2.411 -0.082
C -1.410 -4.109 -3.277 -0.747
C -2.810 -3.776 -2.712 -0.443
C -2.968 -4.226 -1.348 0.297
N -2.790 -4.540 -0.241 -0.440
H 0.715 -3.383 -2.938 0.066
H -0.184 -3.889 -1.472 0.398
H -0.653 -2.391 -2.259 -0.285
H -1.333 -5.171 -3.219 0.471
H -1.335 -3.750 -4.363 0.245
H -3.483 -4.167 -3.499 0.444
H -2.949 -2.733 -2.717 0.063
C -2.811 4.930 0.228 -1.410
C -3.311 3.799 -0.656 1.515
C -3.608 4.323 -2.054 -1.194
C -2.389 4.504 -2.817 0.322
N -1.397 4.558 -3.344 -0.362
H -1.942 5.407 -0.150 0.399
H -2.505 4.614 1.233 0.219
H -3.538 5.799 0.241 0.367
H -4.219 3.197 -0.388 -0.118
H -2.517 3.085 -0.726 -0.537
H -4.203 5.181 -2.148 0.533
H -4.146 3.615 -2.661 0.331
C 2.905 -7.061 0.222 -1.380
C 2.106 -5.899 -0.457 -0.010
C 3.006 -5.045 -1.319 1.013
C 4.059 -4.507 -0.479 0.121
N 4.917 -4.141 0.183 -0.612
H 3.519 -7.651 -0.524 0.334
H 2.189 -7.695 0.763 0.375
H 3.545 -6.598 0.977 0.370
H 1.470 -5.320 0.186 -0.107
H 1.365 -6.289 -1.120 0.459
H 2.609 -4.153 -1.806 -0.949
H 3.572 -5.523 -2.175 0.438
C 6.118 0.388 -1.734 -0.842
C 6.771 1.716 -1.592 0.231
C 8.035 1.931 -2.513 -0.590
C 7.586 1.810 -3.883 0.236
N 7.331 1.618 -4.965 -0.411
H 5.685 0.255 -2.748 0.048
H 5.314 0.273 -1.009 0.188
H 6.784 -0.439 -1.565 0.415
H 7.068 1.777 -0.545 0.460
H 6.017 2.565 -1.846 -0.382
H 8.784 1.115 -2.337 0.356
H 8.427 2.920 -2.392 0.344
C -1.906 3.438 5.290 -0.697
C -0.460 3.049 5.109 -0.659
C -0.294 1.728 4.397 1.052
C -0.843 1.879 3.057 -0.106
N -1.413 1.983 2.071 -0.136
H -2.018 4.471 5.603 0.378
H -2.398 2.765 5.976 0.092
H -2.372 3.342 4.322 0.092
H 0.021 3.028 6.111 0.365
H 0.076 3.802 4.552 0.359
H -0.796 0.879 4.853 -0.883
H 0.766 1.404 4.389 0.091
C -2.129 -5.909 4.902 -1.156
C -2.800 -5.491 3.619 0.146
C -2.330 -6.300 2.318 -0.337
C -0.898 -5.861 2.231 0.137
N 0.176 -5.491 2.211 -0.284
H -2.536 -5.306 5.753 0.326
H -1.054 -5.698 4.978 0.181
H -2.374 -6.962 5.151 0.343
H -2.635 -4.412 3.340 -0.328
H -3.853 -5.526 3.766 0.550
H -2.775 -6.020 1.393 0.147
H -2.326 -7.359 2.507 0.417
C 1.157 -3.530 4.216 -0.692
C 2.652 -3.700 3.786 -0.996
C 3.326 -2.555 3.114 0.849
C 3.267 -1.338 3.949 0.070
N 3.092 -0.420 4.618 -0.571
H 0.919 -4.513 4.598 0.119
H 0.428 -3.319 3.392 -0.100
H 0.985 -2.858 5.011 0.864
H 2.717 -4.558 3.139 0.299
H 3.173 -3.839 4.737 0.386
H 2.855 -2.430 2.111 -0.576
H 4.399 -2.716 2.899 0.431
C 5.676 4.657 -3.402 -0.746
C 4.504 5.630 -3.831 -1.177
N 3.307 5.442 -3.037 0.979
C 2.125 5.776 -3.800 -1.288
C 1.826 4.691 -4.802 -0.403
C 3.419 6.072 -1.790 -1.172
C 3.436 5.087 -0.562 -0.536
H 6.561 4.797 -4.064 0.412
H 5.203 3.780 -3.454 -0.151
H 5.945 4.846 -2.366 0.396
H 4.779 6.668 -3.658 0.464
H 4.260 5.421 -4.892 0.511
H 1.233 5.816 -3.178 0.676
H 2.232 6.789 -4.276 0.223
H 1.780 3.696 -4.324 -0.546
H 0.889 4.975 -5.263 0.512
H 2.458 4.628 -5.705 0.580
H 2.698 6.883 -1.644 0.636
H 4.341 6.650 -1.712 0.330
H 2.470 4.544 -0.442 -0.039
H 3.601 5.705 0.315 0.516
H 4.153 4.294 -0.788 -0.107
C -3.996 0.080 -1.004 -1.632
C -3.869 0.187 0.485 0.998
N -5.052 -0.303 1.195 0.313
C -5.279 0.419 2.419 0.478
C -5.700 1.885 2.293 -1.651
C -4.964 -1.763 1.441 0.746
C -6.332 -2.379 1.378 -1.500
H -4.747 0.840 -1.314 0.313
H -4.296 -0.900 -1.335 0.403
H -3.086 0.223 -1.605 0.152
H -2.912 -0.406 0.758 -0.094
H -3.692 1.233 0.723 -0.416
H -4.373 0.376 3.013 -0.460
H -6.088 -0.059 2.936 0.559
H -6.398 2.095 1.436 0.327
H -4.842 2.517 2.170 0.163
H -6.197 2.246 3.174 0.481
H -4.225 -2.140 0.694 0.132
H -4.433 -1.933 2.459 -0.435
H -6.356 -3.438 1.056 0.402
H -6.752 -2.139 2.383 0.310
H -6.848 -1.830 0.597 0.350
C -2.197 -2.143 4.828 -0.128
C -2.712 -0.795 5.331 1.237
N -3.777 -1.013 6.281 0.388
C -5.102 -1.483 5.814 -0.247
C -6.179 -0.294 5.680 -1.302
C -3.898 -0.139 7.457 -0.608
C -2.725 -0.313 8.426 -1.244
H -1.851 -2.706 5.715 0.388
H -1.405 -2.050 4.017 -0.173
H -3.030 -2.651 4.364 -0.354
H -1.967 -0.192 5.934 -0.280
H -3.024 -0.168 4.477 -0.775
H -4.940 -1.821 4.748 -0.042
H -5.490 -2.240 6.512 0.332
H -6.374 0.090 6.662 0.442
H -5.798 0.528 5.088 0.282
H -7.085 -0.557 5.134 0.422
H -4.785 -0.475 8.010 0.463
H -4.245 0.908 7.302 0.330
H -2.780 0.453 9.290 0.348
H -1.729 -0.018 7.983 0.248
H -2.713 -1.380 8.657 0.330
C 2.606 -1.076 -2.626 1.322
C 2.408 0.023 -1.643 -0.823
N 1.180 0.027 -0.930 1.668
C 0.765 1.353 -0.458 1.039
C 0.178 2.216 -1.598 -0.820
C 1.183 -0.968 0.148 -0.697
C -0.247 -1.371 0.635 -0.267
H 1.741 -0.942 -3.291 -0.949
H 2.552 -2.016 -2.109 -0.952
H 3.530 -0.997 -3.167 0.164
H 3.296 0.186 -0.967 0.090
H 2.428 0.912 -2.256 0.304
H -0.026 1.231 0.292 -1.094
H 1.605 1.847 0.067 0.304
H -0.136 3.189 -1.275 0.274
H 0.902 2.507 -2.309 0.179
H -0.703 1.702 -2.030 -0.056
H 1.734 -0.740 1.044 0.049
H 1.552 -1.864 -0.253 0.133
H -0.358 -2.338 1.154 0.476
H -0.925 -1.225 -0.242 -0.261
H -0.725 -0.571 1.289 -0.461
```


Respective F_max values: 1.4 1.4 2.9 4.8 eV Å⁻¹.
Respective DFT total energy values: -5248.80642 -5380.39725 -595.29496 -3071.49719 Eh.